No. 1
The following is a DFT calculation (wB97M-V/def2-TZVPD) of C25H28N2O6 in the gas phase.

Properties
Relative energy (zero: lowest compared OMol25 entry of this formula, charge and spin), kcal per mole: 35.61
LUMO level, eV: 0.10
E_tot, hartree: -1530.431527
SMILES: CCCCOc1ccc(/C=C/C(=O)OCC(=O)N2CC(=O)Nc3ccccc32)cc1OCC

Each line ends with the Mulliken charge.
Element x y z (Å)
C (-9.180, -1.455, 0.805)  -1.305
H (-9.494, -1.212, 1.817)  0.369
C (-7.664, -1.582, 0.732)  -0.189
H (-7.199, -0.642, 1.032)  0.257
C (-7.194, -1.928, -0.679)  -0.910
C (-5.673, -2.015, -0.762)  -0.783
O (-5.155, -0.728, -0.493)  -0.267
C (-3.817, -0.550, -0.448)  0.934
C (-2.863, -1.524, -0.706)  -0.675
C (-1.512, -1.233, -0.634)  -1.325
C (-1.075, 0.045, -0.299)  0.451
C (-2.040, 1.031, -0.035)  -0.385
C (-3.389, 0.757, -0.105)  0.505
O (-4.388, 1.645, 0.134)  -0.320
C (-4.053, 2.972, 0.487)  -0.313
C (-5.354, 3.732, 0.696)  -1.458
H (-5.931, 3.265, 1.489)  0.319
H (-5.943, 3.713, -0.216)  0.322
H (-5.142, 4.762, 0.966)  0.423
H (-3.456, 2.980, 1.410)  0.380
H (-3.465, 3.440, -0.316)  0.386
H (-1.699, 2.020, 0.228)  0.399
C (0.319, 0.407, -0.203)  0.349
C (1.379, -0.381, -0.448)  -1.052
C (2.758, 0.067, -0.305)  0.436
O (3.729, -0.641, -0.470)  -0.575
O (2.875, 1.372, 0.023)  -0.267
C (4.211, 1.805, 0.236)  -0.600
H (4.786, 1.673, -0.685)  0.500
C (4.790, 0.994, 1.401)  0.762
O (4.188, 0.920, 2.450)  -0.665
N (5.963, 0.332, 1.197)  0.071
C (6.711, 0.329, 0.007)  0.435
C (7.175, 1.490, -0.595)  -0.483
C (7.897, 1.417, -1.775)  -0.684
C (8.161, 0.186, -2.354)  -0.619
C (7.731, -0.978, -1.743)  -0.712
C (7.016, -0.917, -0.554)  0.223
N (6.594, -2.064, 0.101)  -0.004
C (6.206, -2.102, 1.403)  0.547
O (5.878, -3.125, 1.953)  -0.658
C (6.297, -0.749, 2.104)  -0.792
H (7.319, -0.620, 2.484)  0.278
H (5.597, -0.727, 2.941)  0.392
H (6.587, -2.937, -0.410)  0.230
H (7.942, -1.940, -2.186)  0.406
H (8.713, 0.132, -3.279)  0.392
H (8.251, 2.323, -2.242)  0.397
H (6.971, 2.445, -0.135)  0.520
H (4.137, 2.859, 0.508)  0.253
H (1.284, -1.413, -0.748)  0.374
H (0.516, 1.427, 0.102)  0.435
H (-0.799, -2.015, -0.838)  0.324
H (-3.168, -2.525, -0.967)  0.367
H (-5.367, -2.343, -1.766)  0.455
H (-5.295, -2.737, -0.025)  0.483
H (-7.616, -2.884, -0.993)  0.422
H (-7.534, -1.157, -1.372)  0.326
H (-7.329, -2.359, 1.424)  0.263
H (-9.657, -2.389, 0.513)  0.323
H (-9.529, -0.669, 0.139)  0.333


No. 2
The following is a DFT calculation (wB97M-V/def2-TZVPD) of C6H7N in the gas phase in a non-equilibrium geometry.

Properties
Relative energy (zero: lowest compared OMol25 entry of this formula, charge and spin), kcal per mole: 71.70
LUMO level, eV: 0.86
E_tot, hartree: -287.472974
SMILES: C=CC1(C#N)CC1

Each line ends with the Mulliken charge.
Element x y z (Å)
C (2.247, 0.289, 0.030)  0.039
C (-0.775, 1.757, 0.199)  -0.617
C (0.251, 1.322, -0.462)  -0.600
C (0.362, -1.134, 0.787)  -0.553
C (0.671, -1.314, -0.666)  -0.722
C (0.826, 0.032, -0.036)  0.873
N (3.338, 0.651, 0.043)  -0.478
H (-1.146, 2.855, 0.069)  0.219
H (-1.305, 1.133, 0.897)  0.192
H (0.876, 1.870, -1.025)  0.458
H (-0.610, -1.121, 1.060)  0.359
H (1.168, -1.586, 1.556)  0.212
H (1.463, -1.997, -0.806)  0.336
H (-0.224, -1.598, -1.213)  0.284